No. 1
A molecular structure, C26H46AlB2ClCsF12LiN5O9PS4 at a distorted geometry, computed with ωB97M-V with the def2-TZVPD basis set.

```
109
Properties=species:S:1:pos:R:3
C -1.042 -0.928 0.395
C -1.607 0.557 -0.075
O -0.464 1.483 -0.071
C -0.761 2.692 0.766
C -1.365 3.809 -0.321
C -0.231 3.962 -1.538
N 0.876 4.247 -2.194
C -1.780 5.236 0.370
C -2.638 5.008 1.787
N -3.426 4.842 2.828
C -0.462 6.162 0.819
C 0.137 5.774 2.294
C 1.728 6.250 2.495
Cl 2.865 5.605 1.182
C -2.708 6.218 -0.560
C -3.869 5.461 -1.433
C -5.115 4.863 -0.552
S -6.410 4.064 -1.707
C -7.080 2.638 -0.637
S -6.361 1.074 -0.787
N -8.194 2.774 0.378
C -8.308 4.031 1.227
C -9.599 3.771 2.233
N -10.176 2.399 1.916
C -9.302 1.833 0.807
H 0.012 -1.150 -0.119
H -1.742 -1.823 0.032
H -0.964 -0.993 1.570
H -2.545 0.921 0.521
H -1.949 0.414 -1.210
H 0.290 3.018 1.205
H -1.497 2.466 1.647
H -2.280 3.247 -0.840
H 0.362 6.219 -0.010
H -0.900 7.266 0.918
H -0.467 6.436 3.082
H 0.003 4.657 2.612
H 2.085 5.788 3.526
H 1.818 7.420 2.616
H -1.977 6.737 -1.343
H -3.162 7.082 0.118
H -4.338 6.292 -2.150
H -3.464 4.622 -2.142
H -5.687 5.719 0.007
H -4.795 4.068 0.245
H -7.632 4.986 1.186
H -9.932 4.571 3.040
H -9.413 0.779 0.308
Al -3.476 0.316 1.522
C 1.998 -4.812 -1.847
O 1.224 -5.264 -0.752
P 1.310 -4.466 0.780
O 0.687 -3.205 0.174
O 2.957 -4.379 0.617
C 3.715 -5.561 0.798
O 1.397 -3.668 2.313
C 2.583 -3.570 3.066
H 1.401 -4.899 -2.757
H 2.333 -3.779 -1.736
H 2.866 -5.473 -1.956
H 4.356 -5.709 -0.070
H 3.071 -6.439 0.924
H 4.353 -5.450 1.681
H 3.326 -2.958 2.545
H 2.974 -4.565 3.296
H 2.350 -3.075 4.011
B -11.276 0.600 -1.939
F -11.784 -0.012 -3.156
F -10.807 -0.437 -1.034
F -10.176 1.492 -2.267
F -12.339 1.358 -1.297
F -1.439 4.450 3.906
F -10.739 3.579 0.043
B 6.361 -8.577 0.154
F 5.781 -9.849 -0.245
F 7.792 -8.595 -0.101
F 5.747 -7.503 -0.609
F 6.124 -8.360 1.572
Cs -3.839 4.312 -3.723
Li -4.139 7.980 -0.449
N -2.930 5.959 7.486
S -3.509 7.048 8.458
O -4.646 7.833 7.989
O -2.572 7.742 9.335
F -4.239 6.094 9.520
S -2.199 6.614 6.257
O -1.931 5.679 5.165
O -1.113 7.551 6.519
F -3.311 7.547 5.597
C 6.416 -7.293 -4.024
C 7.456 -8.303 -4.485
C 8.809 -8.136 -3.788
C 9.512 -6.796 -4.038
C 9.780 -6.466 -5.509
C 10.712 -7.459 -6.185
H 6.719 -6.268 -4.253
H 5.464 -7.477 -4.531
H 6.247 -7.373 -2.947
H 7.573 -8.240 -5.572
H 7.080 -9.312 -4.274
H 9.467 -8.957 -4.095
H 8.668 -8.255 -2.705
H 10.467 -6.800 -3.495
H 8.921 -5.985 -3.598
H 10.234 -5.469 -5.563
H 8.839 -6.404 -6.066
H 11.677 -7.501 -5.671
H 10.894 -7.157 -7.222
H 10.285 -8.466 -6.204
```

Output
E_HOMO ... -8.4624 eV
Molecular weight ... 1183.80 g mol⁻¹
Frontier orbital gap ... 1.7 eV
Charge ... 0

Mulliken population analysis, charges in e, atoms 1 to 99:
1 C -1.362
2 C -0.059
3 O -0.373
4 C -0.324
5 C 0.818
6 C -0.216
7 N -0.470
8 C 1.342
9 C -0.449
10 N -0.528
11 C -0.804
12 C -0.348
13 C -0.684
14 Cl -0.215
15 C -0.592
16 C -3.928
17 C 0.316
18 S -0.236
19 C 0.158
20 S -0.181
21 N 0.288
22 C 0.120
23 C -0.210
24 N -0.295
25 C 0.162
26 H 0.362
27 H 0.384
28 H 0.343
29 H 0.815
30 H 0.341
31 H 0.280
32 H 0.028
33 H -0.061
34 H 0.424
35 H 0.359
36 H 0.213
37 H 0.156
38 H 0.380
39 H 0.340
40 H 0.232
41 H 0.207
42 H 0.697
43 H 2.634
44 H 0.352
45 H 0.256
46 H 0.222
47 H 0.309
48 H 0.277
49 Al 0.296
50 C -0.474
51 O -0.477
52 P 0.999
53 O -0.503
54 O -0.373
55 C -0.824
56 O -0.339
57 C -0.547
58 H 0.249
59 H 0.286
60 H 0.191
61 H 0.204
62 H 0.402
63 H 0.358
64 H 0.274
65 H 0.277
66 H 0.262
67 B 0.607
68 F -0.379
69 F -0.430
70 F -0.384
71 F -0.388
72 F -0.532
73 F -0.422
74 B 0.596
75 F -0.399
76 F -0.405
77 F -0.386
78 F -0.418
79 Cs 1.077
80 Li 0.957
81 N -0.296
82 S 1.089
83 O -0.595
84 O -0.583
85 F -0.273
86 S 1.041
87 O -0.352
88 O -0.599
89 F -0.296
90 C -0.953
91 C -0.477
92 C -0.492
93 C -0.675
94 C -0.376
95 C -1.182
96 H 0.295
97 H 0.366
98 H 0.131
99 H 0.300

No. 2
A molecular structure, C26H46Br6F9NiO10S2 at a distorted geometry, computed with ωB97M-V with the def2-TZVPD basis set.

```
100
Properties=species:S:1:pos:R:3
Ni -3.637 22.780 -20.414
C -1.748 25.884 -21.945
O -1.868 24.655 -22.627
O -2.520 25.549 -20.772
C -0.201 26.246 -21.863
F 0.290 26.526 -23.089
F -0.104 27.195 -21.002
F 0.542 25.178 -21.421
C -1.931 24.593 -24.068
C -1.924 23.138 -24.579
H -1.992 23.014 -25.660
H -1.153 22.554 -24.076
H -2.812 22.587 -24.271
H -1.139 25.225 -24.469
H -2.851 25.063 -24.417
H -2.304 26.505 -22.647
C -8.261 20.677 -21.561
O -8.213 19.737 -20.435
O -7.089 21.417 -21.576
C -8.823 20.019 -22.908
F -8.146 20.532 -23.987
F -8.609 18.689 -23.106
F -10.088 20.338 -23.118
C -9.284 18.837 -20.197
C -8.900 17.929 -19.033
H -8.928 18.607 -18.180
H -9.683 17.213 -18.780
H -7.951 17.394 -19.067
H -9.633 18.147 -20.965
H -10.210 19.306 -19.864
H -8.927 21.430 -21.139
C -10.310 10.122 -26.001
O -10.624 11.504 -26.491
O -11.572 9.605 -25.749
C -9.117 9.422 -26.810
F -9.253 9.285 -28.137
F -7.973 10.085 -26.606
F -8.840 8.147 -26.313
C -9.582 12.476 -26.390
C -10.212 13.892 -26.536
H -9.473 14.693 -26.519
H -10.691 14.000 -27.509
H -10.862 14.248 -25.736
H -8.799 12.485 -27.148
H -9.052 12.456 -25.437
H -9.909 10.252 -24.996
C -7.522 25.148 -14.968
C -8.473 25.229 -16.269
C -8.108 23.946 -16.995
S -6.719 23.090 -16.301
O -5.722 22.750 -17.369
O -7.297 22.032 -15.403
C -6.188 24.463 -15.299
H -8.112 24.491 -14.328
H -7.299 26.100 -14.486
H -8.480 26.228 -16.705
H -9.464 25.138 -15.826
H -7.736 24.231 -17.979
H -8.926 23.313 -17.340
H -5.819 25.197 -16.016
H -5.430 24.075 -14.618
C -3.042 16.020 -12.245
C -3.886 15.956 -13.529
C -4.100 17.489 -13.847
S -2.532 18.355 -13.398
O -2.726 19.346 -12.349
O -1.625 18.720 -14.523
C -1.864 16.948 -12.452
H -2.690 15.005 -12.060
H -3.776 16.218 -11.464
H -4.848 15.446 -13.570
H -3.329 15.467 -14.329
H -4.801 17.947 -13.150
H -4.310 17.831 -14.861
H -1.253 17.335 -11.636
H -1.164 16.268 -12.936
Br -13.911 18.497 -22.495
C -14.803 19.091 -24.201
C -15.588 20.351 -24.188
Br -16.185 20.740 -26.074
H -15.597 18.410 -24.507
H -14.049 19.053 -24.988
H -14.889 21.164 -23.989
H -16.322 20.150 -23.408
Br -3.914 15.058 -26.031
C -4.915 15.403 -24.330
C -5.012 14.143 -23.362
Br -6.281 14.227 -21.944
H -5.917 15.713 -24.627
H -4.364 16.202 -23.835
H -4.085 13.871 -22.857
H -5.323 13.331 -24.019
Br -7.476 17.736 -30.201
C -7.935 19.729 -30.044
C -9.201 19.997 -29.239
Br -10.649 18.981 -30.254
H -7.823 20.134 -31.050
H -7.146 20.253 -29.505
H -9.372 21.069 -29.138
H -9.190 19.539 -28.250
```

Output
E_HOMO (spin up / spin down) ... -4.1794 / -4.1791 eV
Spin multiplicity ... 3
Molecular weight ... 1291.88 g mol⁻¹
Frontier orbital gap (spin up / spin down) ... 5.0 / 2.8 eV
Charge ... -1

Mulliken population analysis, charges in e, atoms 1 to 99:
1 Ni 0.848
2 C -0.247
3 O -0.186
4 O -0.869
5 C 0.819
6 F -0.277
7 F -0.239
8 F -0.294
9 C -0.231
10 C -1.190
11 H 0.360
12 H 0.310
13 H 0.272
14 H 0.298
15 H 0.297
16 H 0.317
17 C -0.140
18 O -0.204
19 O -0.869
20 C 0.925
21 F -0.307
22 F -0.253
23 F -0.275
24 C -0.090
25 C -1.264
26 H 0.269
27 H 0.388
28 H 0.307
29 H 0.243
30 H 0.236
31 H 0.056
32 C 0.097
33 O -0.318
34 O -0.326
35 C 0.774
36 F -0.245
37 F -0.212
38 F -0.271
39 C -0.092
40 C -1.328
41 H 0.404
42 H 0.317
43 H 0.340
44 H 0.249
45 H 0.303
46 H 0.306
47 C -0.730
48 C -0.519
49 C -0.715
50 S 0.947
51 O -0.568
52 O -0.659
53 C -0.627
54 H 0.330
55 H 0.393
56 H 0.359
57 H 0.237
58 H 0.323
59 H 0.502
60 H 0.301
61 H 0.420
62 C -0.670
63 C -0.585
64 C -0.720
65 S 1.041
66 O -0.648
67 O -0.631
68 C -0.605
69 H 0.346
70 H 0.309
71 H 0.347
72 H 0.299
73 H 0.345
74 H 0.453
75 H 0.385
76 H 0.333
77 Br -0.149
78 C -0.742
79 C -0.506
80 Br -0.158
81 H 0.393
82 H 0.427
83 H 0.353
84 H 0.379
85 Br -0.165
86 C -0.538
87 C -0.513
88 Br -0.117
89 H 0.340
90 H 0.363
91 H 0.352
92 H 0.278
93 Br -0.121
94 C -0.675
95 C -0.534
96 Br -0.171
97 H 0.397
98 H 0.371
99 H 0.375

Number 1 is which compound? C26H46AlB2ClCsF12LiN5O9PS4

Among the records above, which one has the highest molecular weight? C26H46Br6F9NiO10S2